Entry 1:
ORCA calculation (ωB97M-V with the def2-TZVPD basis set) on C4H4O in the gas phase.

```
9
Properties=species:S:1:pos:R:3
C -0.615 -0.297 2.008
C 0.019 -0.079 1.008
C 0.717 0.154 -0.257
C -0.287 0.093 -1.398
O -0.252 -0.730 -2.280
H -1.175 -0.502 2.893
H 1.181 1.149 -0.255
H 1.495 -0.596 -0.425
H -1.075 0.874 -1.364
```

Calculated values
- HOMO-LUMO gap: 10.92 eV
- ΔE to the lowest compared entry with this formula, charge and spin: 34.94 kcal per mole



Entry 2:
ORCA calculation (ωB97M-V with the def2-TZVPD basis set) on a molecular structure, C26H25BrN2ORh in a non-equilibrium geometry.

```
56
Properties=species:S:1:pos:R:3
Rh -0.170 0.258 -0.109
Br 6.912 -1.175 2.058
C 5.076 -0.780 1.853
C 4.252 -0.697 2.989
C 2.921 -0.405 2.855
C 2.330 -0.196 1.585
O 1.086 0.081 1.490
C 3.185 -0.295 0.435
C 2.712 -0.086 -0.864
N 1.483 0.159 -1.272
C 1.242 0.400 -2.635
C 2.187 0.436 -3.652
C 1.819 0.691 -4.973
C 0.514 0.921 -5.315
C -0.482 0.886 -4.323
C -1.844 1.093 -4.610
C -2.753 1.001 -3.594
C -2.312 0.728 -2.299
N -1.041 0.564 -1.972
C -0.115 0.627 -2.978
C 4.561 -0.575 0.608
H 4.679 -0.862 3.969
H 2.292 -0.329 3.731
H 3.483 -0.131 -1.624
H 3.233 0.264 -3.451
H 2.585 0.710 -5.737
H 0.236 1.123 -6.341
H -2.159 1.311 -5.623
H -3.810 1.140 -3.770
H -3.028 0.633 -1.506
H 5.212 -0.622 -0.257
C -1.079 -0.451 2.741
C -1.445 0.802 2.193
C -2.160 0.607 0.947
C -2.145 -0.797 0.709
C -1.409 -1.418 1.804
C -1.032 -2.850 1.924
C -3.055 -1.563 -0.200
C -3.202 1.622 0.536
C -1.151 2.139 2.757
C -0.432 -0.725 4.055
H -1.385 -3.264 2.870
H 0.059 -2.937 1.927
H -1.418 -3.451 1.104
H -4.011 -1.049 -0.310
H -3.260 -2.548 0.218
H -2.637 -1.714 -1.196
H -2.814 2.403 -0.118
H -3.583 2.112 1.432
H -4.055 1.151 0.047
H -2.035 2.567 3.238
H -0.854 2.821 1.959
H -0.354 2.089 3.495
H -1.171 -1.112 4.761
H 0.001 0.176 4.486
H 0.346 -1.484 3.956
```

Calculated values
- Total charge: +1
- HOMO-LUMO gap (spin up / spin down): 5.75 / 5.74 eV



Entry 3:
ORCA calculation (ωB97M-V with the def2-TZVPD basis set) on 2 unconnected molecules or ions with the total composition C4H11N3.

```
18
Properties=species:S:1:pos:R:3
C -0.166 -0.261 0.802
C 0.523 -0.841 2.437
C -0.536 -0.212 -2.230
N 1.211 -0.434 0.461
C -0.937 0.563 -1.004
N 1.664 0.760 0.159
N -1.929 1.323 -0.850
H 0.945 1.352 -0.312
H 2.620 0.778 -0.171
H -2.520 1.423 -1.692
H -0.795 -1.121 0.624
H -0.571 0.652 1.236
H 1.191 -0.088 2.840
H 0.983 -1.821 2.377
H -0.425 -0.865 2.972
H 0.155 -1.022 -1.975
H -1.402 -0.639 -2.751
H -0.011 0.454 -2.923
```

Calculated values
- HOMO-LUMO gap (spin up / spin down): 7.51 / 6.40 eV
- ΔE to the lowest compared entry with this formula, charge and spin: 174.86 kcal per mole



In order of appearance, molecular weight = 68.1, 564.3, 101.2 u.
In order of appearance, DFT total energy = -6257.8642, -105440.1888, -8790.0366 eV.